# C7H19NO

C7H19NO as an isolated structure at a distorted geometry (ωB97M-V/def2-TZVPD, the Open Molecules 2025 dataset).

The value obtained for the maximum force is 6.3 eV Å⁻¹. Its net charge is 0. The LUMO energy (spin up / spin down) is 0.58 / 0.58 eV. The value obtained for the energy relative to the best compared isomer or geometry (same formula, charge and spin) is 506.9 kJ/mol. The value obtained for the electronic energy is -11099.8546 eV.

Last column: Mulliken charge in e.
CARTESIAN COORDINATES (ANGSTROEM)
C  1.11  1.13  -0.39  1.485
C  2.22  1.61  0.51  -1.523
C  0.29  2.24  -1.00  -1.561
C  1.60  0.14  -1.43  -1.558
C  -0.66  0.74  1.74  -0.993
N  -0.06  -0.02  0.67  -0.350
H  0.64  -0.70  0.90  0.427
H  1.89  2.42  1.17  0.354
H  0.87  2.84  -1.72  0.408
H  0.78  -0.21  -2.07  0.338
H  3.09  2.00  -0.05  0.422
H  2.61  0.80  1.14  0.343
H  -0.57  1.85  -1.55  0.354
H  -0.08  2.94  -0.24  0.341
H  2.35  0.58  -2.11  0.417
H  2.08  -0.73  -0.97  0.374
H  -0.23  1.74  1.88  0.354
H  -1.73  0.88  1.56  0.287
H  -0.54  0.20  2.68  0.356
C  -1.38  -2.14  0.50  -0.366
C  -2.59  -2.30  -0.36  -1.121
O  -0.33  -3.03  0.17  -0.551
H  -0.21  -3.02  -0.78  0.288
H  -1.58  -2.27  1.56  0.251
H  -0.83  -0.64  -0.07  0.338
H  -2.96  -3.34  -0.39  0.343
H  -2.38  -2.02  -1.40  0.256
H  -3.41  -1.69  0.03  0.286

# C5H8N3O

An isolated ion of composition C5H8N3O and charge +1 at a distorted geometry (ωB97M-V/def2-TZVPD, the Open Molecules 2025 dataset).

The value obtained for the maximum force is 4.3 eV Å⁻¹. Its net charge is +1. The LUMO energy is -3.65 eV. The value obtained for the energy relative to the best compared isomer or geometry (same formula, charge and spin) is 524.7 kJ/mol. The value obtained for the electronic energy is -11820.5232 eV.

Last column: Mulliken charge in e.
CARTESIAN COORDINATES (ANGSTROEM)
O  -1.86  0.63  3.44  -0.367
C  -1.75  0.84  2.28  -0.084
C  -1.54  -0.15  1.18  0.409
C  -0.55  -1.22  1.46  -0.286
N  0.44  -1.31  0.68  -0.690
N  0.42  -0.21  -0.27  0.879
C  1.70  0.47  -0.55  -0.350
C  1.10  -0.41  -1.54  -0.297
N  -0.78  0.54  -0.11  -0.624
H  -1.83  1.94  1.74  0.247
H  -2.57  -0.69  0.93  0.300
H  -0.52  -1.95  2.27  0.461
H  2.49  0.25  0.02  0.274
H  1.56  1.46  -0.77  0.277
H  0.42  -0.06  -2.35  0.226
H  1.57  -1.29  -1.48  0.356
H  -1.31  0.54  -1.00  0.268

# C5H13N2

An isolated ion of composition C5H13N2 and charge +2 at a distorted geometry (ωB97M-V/def2-TZVPD, the Open Molecules 2025 dataset).

The value obtained for the maximum force is 4.3 eV Å⁻¹. As for the multiplicity: 2. Its net charge is +2. The LUMO energy (spin up / spin down) is -7.77 / -13.93 eV. The value obtained for the energy relative to the best compared isomer or geometry (same formula, charge and spin) is 339.0 kJ/mol. The value obtained for the electronic energy is -8354.9065 eV.

Last column: Löwdin spin population.
CARTESIAN COORDINATES (ANGSTROEM)
C  -0.79  0.11  -1.63  0.101
N  -1.88  0.92  -0.99  0.760
C  0.15  -0.62  -0.66  0.021
N  -0.53  -0.96  0.69  0.013
C  0.12  0.03  1.72  0.001
C  1.55  -0.22  1.36  0.001
C  1.42  0.18  -0.23  0.002
H  -1.31  -0.65  -2.20  0.000
H  -0.20  0.87  -2.18  0.055
H  -1.52  1.82  -0.63  0.019
H  -2.60  1.13  -1.70  0.017
H  0.50  -1.54  -1.12  0.000
H  -1.47  -0.56  0.63  0.007
H  -0.66  -1.94  0.94  0.000
H  -0.15  1.04  1.42  0.000
H  -0.19  -0.18  2.74  0.000
H  1.91  -1.24  1.25  0.000
H  2.16  0.60  1.72  0.000
H  2.37  -0.03  -0.73  0.000
H  1.14  1.22  -0.39  0.001

# C20H27BrFeN4O4S2

C20H27BrFeN4O4S2 as an isolated structure at a distorted geometry (ωB97M-V/def2-TZVPD, the Open Molecules 2025 dataset).

The value obtained for the maximum force is 1.9 eV Å⁻¹. Its net charge is 0. The LUMO energy is 0.08 eV. The value obtained for the energy relative to the best compared isomer or geometry (same formula, charge and spin) is 0.0 kJ/mol. The value obtained for the electronic energy is -161430.2057 eV.

Last column: Mulliken charge in e.
CARTESIAN COORDINATES (ANGSTROEM)
Fe  0.03  -0.22  0.07  0.471
C  -0.52  2.48  1.08  -0.895
C  0.06  1.79  2.30  -0.772
N  0.02  0.32  2.12  -0.169
C  1.10  -0.35  2.85  -0.788
C  2.46  -0.06  2.21  -0.824
S  2.40  0.06  0.39  -0.011
C  2.49  1.86  0.09  -0.707
C  1.27  2.34  -0.69  -1.012
N  -0.01  1.86  -0.15  0.050
H  -0.30  3.56  1.12  0.457
H  -1.60  2.35  1.05  0.369
H  -0.48  2.09  3.20  0.444
H  1.10  2.07  2.45  0.270
H  -0.89  -0.03  2.40  0.325
H  0.90  -1.42  2.83  0.282
H  1.13  -0.03  3.90  0.458
H  3.15  -0.87  2.44  0.527
H  2.91  0.85  2.59  0.468
H  3.38  2.05  -0.50  0.606
H  2.61  2.37  1.05  0.396
H  1.33  1.96  -1.70  0.374
H  1.29  3.44  -0.73  0.469
H  -0.71  2.01  -0.87  0.405
C  -1.32  -6.78  -3.21  -1.649
C  -0.86  -5.35  -3.15  1.025
C  0.24  -4.93  -3.90  -0.710
C  0.67  -3.61  -3.86  -0.935
C  0.02  -2.70  -3.04  0.120
C  -1.08  -3.09  -2.30  0.415
C  -1.51  -4.42  -2.36  -1.178
S  0.66  -1.03  -3.00  1.135
O  2.03  -1.15  -2.53  -0.753
O  0.45  -0.52  -4.33  -0.781
N  -0.13  -0.21  -1.92  0.319
C  -1.55  0.08  -2.18  -0.803
C  -2.20  0.22  -0.78  0.346
O  -2.83  1.24  -0.50  -0.755
O  -1.93  -0.75  0.03  -0.591
H  -1.60  -7.06  -4.23  0.409
H  -2.18  -6.95  -2.56  0.346
H  -0.52  -7.46  -2.90  0.334
H  0.76  -5.64  -4.53  0.414
H  1.52  -3.29  -4.45  0.445
H  -1.59  -2.39  -1.65  0.307
H  -2.37  -4.72  -1.77  0.327
H  -2.05  -0.71  -2.74  0.594
H  -1.69  1.01  -2.73  0.320
Br  0.44  -6.93  0.49  -0.123
C  0.43  -5.05  0.50  0.124
C  1.42  -4.35  -0.15  -0.931
C  1.34  -2.96  -0.15  -0.217
N  0.36  -2.29  0.45  0.922
C  -0.59  -2.99  1.08  -0.509
C  -0.60  -4.37  1.14  -1.007
H  2.22  -4.84  -0.68  0.506
H  2.07  -2.37  -0.70  0.418
H  -1.40  -2.41  1.51  0.443
H  -1.39  -4.89  1.64  0.483